A 5-piece molecular cluster, C5H20N2O4 overall, computed with ωB97M-V/def2-TZVPD.

Atoms and positions in Å:
1 C 0.5791 0.0668 -2.0524
2 C 0.2142 1.5400 -2.0642
3 C -0.8931 2.1419 -1.1881
4 N -0.1631 1.0370 2.3476
5 C -0.2037 1.5123 1.0295
6 C -1.0332 1.1990 -0.0096
7 N 2.0793 -0.0494 -2.0980
8 H 0.0944 -0.4801 -2.8001
9 H 0.1869 -0.4027 -1.0330
10 H 0.0199 1.7782 -3.1752
11 H 1.0817 2.2524 -2.1149
12 H -0.4494 3.1799 -0.9880
13 H -1.8974 2.5240 -1.7732
14 H -0.4112 0.0174 2.4090
15 H 0.4654 1.2931 3.1032
16 H 0.5933 2.3863 1.0141
17 H -1.6186 0.3010 0.1932
18 H 2.3786 -0.8693 -1.8471
19 H 2.4191 0.2366 -3.0423
20 H -1.2497 -3.0112 -0.8061
21 H -0.0694 -3.6546 -0.0884
22 O -0.4306 -2.8515 -0.3015
23 H 0.9784 -1.5093 2.3103
24 H -0.1456 -2.6062 1.7360
25 O 0.1375 -2.0739 2.4175
26 H -2.1973 -0.5754 -0.9079
27 H -3.4549 -0.6123 -0.2489
28 O -2.7236 -1.2200 -0.5272
29 H 3.0434 -0.1328 1.9396
30 H 2.1262 0.8462 1.2275
31 O 2.1059 0.3162 2.0179

Properties
Kohn-Sham gap (alpha / beta) = 9.51 / 6.02 eV
Net charge = +1
Multiplicity = 2
Total energy = -16668.488 eV
Highest occupied orbital energy (alpha / beta) = -12.77 / -12.77 eV
Energy above the lowest of the compared OMol25 structures with the same formula, charge and spin = 44.4 kcal per mole

Atomic partial charges in e from the Löwdin method, atoms 1 to 6: C -0.25; C -0.23; C -0.17; N 0.20; C -0.09; C -0.01


One molecule with the formula C4H4N2O4, computed with ωB97M-V/def2-TZVPD.

Atoms and positions in Å:
1 C 0.4145 1.1515 -0.2976
2 C -0.8636 1.1915 -0.9069
3 C 1.3536 0.2345 -0.2834
4 C -1.6718 -1.0802 -0.5484
5 N -1.7304 0.2517 -0.9386
6 N 2.4704 -0.3739 -0.0499
7 O 3.4909 -0.3556 -0.7708
8 O 2.4180 -1.4474 0.8505
9 O -1.4194 -2.0329 -1.2564
10 O -2.2471 -1.1548 0.6666
11 H 0.4233 2.1047 0.4373
12 H -1.1763 2.0961 -1.3961
13 H 3.4200 -1.7439 0.8603
14 H -2.3904 -2.1288 0.9589

Properties
Structure (SMILES) = O=C(O)/N=C\C=C=[N+]([O-])O
Kohn-Sham gap (alpha / beta) = 9.10 / 9.10 eV
Net charge = 0
Total energy = -15376.811 eV
Highest occupied orbital energy (alpha / beta) = -9.54 / -9.54 eV
Energy above the lowest of the compared OMol25 structures with the same formula, charge and spin = 59.1 kcal per mole

Atomic partial charges in e from the Löwdin method, atoms 1 to 6: C -0.05; C -0.14; C 0.09; C -0.61; N 0.18; N -0.32


C25H46AuO2P2 as an isolated structure, computed with ωB97M-V/def2-TZVPD.

Atoms and positions in Å:
1 Au -0.2123 -0.2626 -3.2632
2 C -2.3874 1.6650 0.3528
3 C -2.7002 0.7734 -0.7077
4 C -2.4826 -0.4636 1.2180
5 C -2.2831 0.9040 1.5489
6 C -2.7402 -0.5448 -0.1806
7 C -2.2925 3.1328 0.2315
8 H -1.7824 3.4167 -0.6991
9 H -1.7409 3.5649 1.0746
10 H -3.2898 3.6014 0.2147
11 C -2.0527 1.4268 2.9042
12 H -1.8757 2.5071 2.8876
13 H -1.1739 0.9327 3.3547
14 H -2.9125 1.2316 3.5629
15 C -2.4940 -1.5727 2.1887
16 H -3.3388 -1.4827 2.8902
17 H -1.5721 -1.5619 2.7881
18 H -2.5815 -2.5418 1.6851
19 C -3.0832 -1.7538 -0.9576
20 H -4.1287 -1.7195 -1.3167
21 H -2.9751 -2.6617 -0.3485
22 H -2.4206 -1.8496 -1.8376
23 C -2.9988 1.1829 -2.0954
24 H -3.8666 1.8654 -2.1263
25 H -3.2257 0.3162 -2.7278
26 H -2.1476 1.7099 -2.5519
27 C 1.7217 0.4523 -3.4345
28 C 0.6114 1.4523 -3.5573
29 C -0.1252 1.5859 -4.9436
30 C -1.1470 0.3653 -5.4856
31 C -1.0373 -1.0705 -4.8466
32 C 0.3028 -1.6528 -4.7679
33 C 1.4548 -1.0162 -5.5736
34 C 2.3622 -0.0436 -4.7318
35 H 0.6110 1.8362 -5.7689
36 H -1.1012 0.2532 -6.6112
37 H -0.8323 2.4690 -4.7994
38 H 2.6971 0.8695 -5.3042
39 H 2.2593 0.2270 -2.4539
40 H 0.4032 2.0895 -2.7188
41 H 3.3333 -0.5880 -4.5378
42 H 2.1126 -1.8373 -5.9706
43 H 0.5097 -2.6697 -4.3269
44 H 1.0503 -0.5109 -6.4940
45 H -2.1889 0.7292 -5.2161
46 H -1.8708 -1.6722 -4.4788
47 P 2.1529 1.5690 0.8227
48 C 1.5574 2.6035 2.2303
49 H 2.2354 3.4587 2.3662
50 H 1.5421 1.9846 3.1353
51 H 0.5371 2.9485 2.0200
52 C 3.8755 1.4219 1.4683
53 H 4.2590 2.4399 1.6412
54 H 4.4968 0.9004 0.7273
55 H 3.8592 0.8459 2.4040
56 C 2.4665 2.9829 -0.3138
57 H 2.7118 2.6020 -1.3135
58 H 3.3032 3.5772 0.0804
59 H 1.5673 3.6086 -0.3819
60 P 1.3459 -3.4295 -0.2689
61 C -0.1694 -4.4295 -0.6086
62 H 0.2038 -5.4895 -0.7172
63 H -0.5997 -3.9856 -1.6099
64 H -0.9724 -4.2725 0.1828
65 C 2.8351 -3.8114 -1.2761
66 H 2.5675 -3.5183 -2.3801
67 H 2.9596 -4.9113 -1.0722
68 H 3.6864 -3.1250 -0.9824
69 C 1.4236 -2.2141 1.1116
70 H 1.6458 -2.8323 2.0517
71 H 0.4597 -1.5720 1.1667
72 H 2.1692 -1.3656 0.8923
73 O 2.6085 -0.4691 3.6939
74 C 1.3467 -0.6111 3.9222
75 O 0.3881 -0.2773 3.2013
76 H 1.0981 -1.1061 4.8874

Properties
Kohn-Sham gap (alpha / beta) = 4.75 / 4.09 eV
Net charge = +1
Multiplicity = 3
Total energy = -53019.282 eV
Highest occupied orbital energy (alpha / beta) = -9.26 / -9.19 eV

Atomic partial charges in e from the Löwdin method, atoms 1 to 6: Au 1.20; C -0.22; C -0.20; C -0.18; C -0.16; C -0.23


C20H57B2Mn2O11 as an isolated structure, computed with ωB97M-V/def2-TZVPD.

Atoms and positions in Å:
1 Mn -3.3306 3.0003 0.6648
2 Mn -1.2839 0.9485 2.3450
3 C -0.3197 -0.4127 -0.3364
4 C -1.6508 0.2733 -0.6528
5 O -1.9859 1.2307 0.3140
6 H -0.3575 -0.8871 0.6491
7 H 0.5530 0.2472 -0.3639
8 H 0.0173 -1.2674 -0.9398
9 H -2.3673 -0.5554 -0.6692
10 H -1.5434 0.7798 -1.6205
11 O -2.5858 2.6532 2.7335
12 C -3.4350 3.3631 3.5780
13 C -4.0929 4.5682 2.8642
14 O -4.6534 4.3405 1.5797
15 H -2.8558 3.7374 4.4355
16 H -4.2256 2.8017 4.0959
17 H -3.4169 5.4327 2.7139
18 H -4.8357 5.0891 3.4922
19 B 0.8282 1.3358 3.0696
20 H 1.9267 1.5999 2.8135
21 H 0.5920 0.4180 2.4443
22 H 0.6356 1.1231 4.1891
23 H 0.1371 2.1991 2.8008
24 B -1.9015 -0.7366 3.5712
25 H -1.0361 -0.2468 4.1101
26 H -2.6596 0.0713 3.3426
27 H -1.3653 -1.1304 2.6541
28 H -2.3106 -1.5846 4.2393
29 C 1.9050 5.3940 1.8723
30 O 0.8850 5.4038 0.8887
31 C -0.3859 5.4300 1.4921
32 C -1.5285 5.4594 0.4441
33 O -1.7687 4.2005 -0.1785
34 C -0.6411 3.7892 -0.9994
35 H 1.8787 4.4014 2.3410
36 H 1.7727 6.1251 2.6740
37 H 2.8849 5.4876 1.4110
38 H -0.4989 6.3935 2.0036
39 H -0.5359 4.4967 2.0493
40 H -1.3184 6.2831 -0.2495
41 H -2.4707 5.7373 0.9163
42 H 0.2225 3.6736 -0.3549
43 H -0.4167 4.6301 -1.6618
44 H -0.9445 2.9330 -1.5896
45 C 0.9420 -4.1508 2.1148
46 O 2.2372 -4.5955 1.7736
47 C 2.5828 -4.6047 0.3961
48 C 1.6968 -5.4663 -0.4855
49 O 1.8381 -6.8293 -0.0896
50 C 2.4667 -7.6249 -1.0772
51 H 0.8313 -4.4560 3.1506
52 H 0.1606 -4.6405 1.5179
53 H 0.8212 -3.0910 1.8575
54 H 3.6363 -4.8830 0.4051
55 H 2.5050 -3.5496 0.1052
56 H 1.9636 -5.2837 -1.5292
57 H 0.6579 -5.1752 -0.3353
58 H 2.5150 -8.6191 -0.6438
59 H 3.4629 -7.2399 -1.3306
60 H 1.9268 -7.5813 -2.0302
61 C 3.8358 -1.6513 -1.0308
62 O 4.1364 -0.2708 -0.9585
63 C 5.4581 0.1128 -1.1828
64 C 6.4925 -0.6115 -0.3627
65 O 6.6617 -1.9787 -0.7683
66 C 7.5001 -2.7051 0.0809
67 H 4.2675 -2.1139 -1.9207
68 H 2.7527 -1.7458 -1.0733
69 H 4.1685 -2.1694 -0.1321
70 H 5.5728 1.1895 -1.0379
71 H 5.7198 0.0425 -2.2525
72 H 6.3205 -0.4911 0.7091
73 H 7.4755 -0.2039 -0.6344
74 H 7.0970 -2.8674 1.0877
75 H 8.4527 -2.2008 0.2979
76 H 7.7125 -3.6580 -0.3956
77 C -5.2005 -1.4907 -2.0294
78 O -3.9319 -1.4251 -2.6170
79 C -3.8356 -1.8062 -3.9437
80 C -4.5654 -0.8742 -4.9299
81 O -3.9354 0.4083 -4.9276
82 C -4.8246 1.4852 -5.0209
83 H -5.1966 -1.1138 -1.0062
84 H -5.6603 -2.4785 -2.0944
85 H -5.8596 -0.7304 -2.4778
86 H -4.2783 -2.7770 -4.2061
87 H -2.7898 -1.8019 -4.2387
88 H -5.6353 -0.7909 -4.7107
89 H -4.5271 -1.2020 -5.9748
90 H -5.6222 1.5071 -4.2740
91 H -5.2614 1.5594 -6.0263
92 H -4.2600 2.4144 -4.9245

Properties
Kohn-Sham gap (alpha / beta) = 7.28 / 7.50 eV
Net charge = -1
Multiplicity = 11
Total energy = -108174.122 eV
Highest occupied orbital energy (alpha / beta) = -5.07 / -5.47 eV
Energy above the lowest of the compared OMol25 structures with the same formula, charge and spin = 50.1 kcal per mole

Atomic partial charges in e from the Löwdin method, atoms 1 to 6: Mn 1.06; Mn 0.70; C -0.10; C -0.38; O -0.40; H 0.04


A 2-piece molecular cluster, C10H16O overall, computed with ωB97M-V/def2-TZVPD.

Atoms and positions in Å:
1 C 2.5116 0.8380 -0.7176
2 C 0.5594 -0.2692 -1.8767
3 C 1.0701 0.8934 -1.1866
4 C -0.7440 -0.2825 -2.2601
5 C -1.6043 0.7176 -1.7674
6 C 0.2704 1.9229 -0.7292
7 C -1.0886 1.7981 -1.0343
8 H 1.1609 -1.0878 -2.2628
9 H -1.0847 -1.0612 -2.9360
10 H 2.5205 1.1265 0.3460
11 H 3.1442 1.5684 -1.2375
12 H -2.6948 0.7268 -1.7644
13 H 0.5755 2.8152 -0.2107
14 H -1.7018 2.5467 -0.5545
15 H 2.9253 -0.1642 -0.6165
16 C -0.1013 -0.9769 1.7241
17 C -0.3652 -2.3718 1.2001
18 C -1.3440 -0.1293 2.0372
19 O 0.7346 -1.2207 2.8837
20 H 0.5755 -0.3803 1.1070
21 H -1.3126 -2.4605 0.6480
22 H -1.6096 0.5084 1.2062
23 H -2.1311 -0.8292 2.3417
24 H -1.2011 0.5043 2.9238
25 H 0.2110 -1.1412 3.6716
26 H -0.6292 -2.9626 2.0972
27 H 0.4271 -2.9053 0.7203

Properties
Kohn-Sham gap (alpha / beta) = 8.84 / 4.77 eV
Net charge = +1
Multiplicity = 2
Total energy = -12667.391 eV
Highest occupied orbital energy (alpha / beta) = -13.16 / -13.13 eV
Energy above the lowest of the compared OMol25 structures with the same formula, charge and spin = 41.2 kcal per mole

Atomic partial charges in e from the Löwdin method, atoms 1 to 6: C 0.00; C 0.04; C -0.17; C -0.01; C 0.05; C 0.01


A 2-piece molecular cluster, C3H8NO2 overall, computed with ωB97M-V/def2-TZVPD.

Atoms and positions in Å:
1 C -1.6457 1.0126 1.4612
2 O -0.2573 0.9445 1.5493
3 H -1.9784 2.0541 1.5378
4 H -2.0085 0.5597 0.5323
5 H -2.1295 0.4610 2.2859
6 C 0.0530 -0.1076 -1.7039
7 N 0.2841 -0.6919 -0.5318
8 C 1.6763 -1.1432 -0.3896
9 O 0.8210 0.0906 -2.6660
10 H -0.9821 0.2862 -1.7736
11 H 0.0752 0.3691 0.7904
12 H 2.0659 -1.3717 -1.3874
13 H 1.6824 -2.0531 0.2180
14 H 2.3435 -0.4102 0.0773

Properties
Kohn-Sham gap = 7.87 eV
Net charge = -1
Total energy = -8826.342 eV
Highest occupied orbital energy = -3.68 eV
Energy above the lowest of the compared OMol25 structures with the same formula, charge and spin = 33.4 kcal per mole

Atomic partial charges in e from the Löwdin method, atoms 1 to 6: C -0.23; O -0.19; H 0.06; H 0.06; H 0.06; C -0.54


A 2-piece molecular cluster, C11H25N2O3S overall, computed with ωB97M-V/def2-TZVPD.

Atoms and positions in Å:
1 C -4.2160 -1.1462 -1.4767
2 C -2.8490 -1.7651 -1.8219
3 C -2.1934 -2.6045 -0.7519
4 O -1.2700 -3.3714 -1.0102
5 O -2.6593 -2.4756 0.5471
6 C -1.7725 -1.8050 1.4236
7 C -2.0258 -0.2952 1.3964
8 N -0.7671 0.5205 1.2519
9 C -1.1028 1.9884 1.4827
10 C -0.5096 3.0209 0.4871
11 N 0.4681 2.5214 -0.4625
12 C -0.0976 1.2994 -1.0416
13 C -0.0058 0.2041 0.0006
14 H -4.1330 -0.0749 -1.3313
15 H -4.5614 -1.5580 -0.5369
16 H -4.9563 -1.3515 -2.2325
17 H -2.9637 -2.4081 -2.6839
18 H -2.1347 -1.0094 -2.1315
19 H -2.0074 -2.1929 2.4040
20 H -0.7416 -2.0631 1.1955
21 H -2.7387 -0.0129 0.6350
22 H -2.4430 0.0010 2.3514
23 H -0.1807 0.2252 2.0257
24 H -2.1799 2.0626 1.4372
25 H -0.8413 2.2391 2.5011
26 H -1.3256 3.4660 -0.0674
27 H -0.0511 3.8294 1.0416
28 H 1.2920 2.2196 0.0453
29 H 0.4629 0.9676 -1.9053
30 H -1.1344 1.4797 -1.3039
31 H -0.2979 -0.7385 -0.4480
32 H 1.0286 0.1004 0.2894
33 C 5.3760 1.0597 0.3064
34 S 3.8924 0.1163 -0.0422
35 O 3.3478 -0.3920 1.2533
36 C 4.7105 -1.2490 -0.8671
37 H 5.0881 1.9488 0.8628
38 H 6.0573 0.4550 0.9038
39 H 5.8440 1.3517 -0.6328
40 H 5.4342 -1.6999 -0.1891
41 H 5.2036 -0.8817 -1.7663
42 H 3.9542 -1.9821 -1.1387

Properties
Kohn-Sham gap = 9.22 eV
Net charge = +1
Total energy = -31762.424 eV
Highest occupied orbital energy = -11.96 eV
Energy above the lowest of the compared OMol25 structures with the same formula, charge and spin = 0.0 kcal per mole

Atomic partial charges in e from the Löwdin method, atoms 1 to 6: C -0.07; C -0.13; C -0.44; O 0.13; O -0.02; C -0.13


Number 1: largest force on an atom 7.47 eV/A. Number 2: largest force on an atom 4.22 eV/A. Number 3: largest force on an atom 7.20 eV/A. Number 4: largest force on an atom 2.68 eV/A. Number 5: largest force on an atom 3.79 eV/A. Number 6: largest force on an atom 0.94 eV/A. Number 7: largest force on an atom 2.79 eV/A.